C42H48LaN3OP | the ωB97M-V functional and the def2-TZVPD basis

Summary:
Charge: +3
Maximum force in Eh/bohr: 0.013
HOMO level in eV: -16.26

Geometry (Å):
La  0.358  -0.497  0.926
C  -5.127  4.528  -0.255
C  -4.655  3.520  -1.302
C  -4.127  4.278  -2.531
C  -5.837  2.625  -1.710
C  -3.542  2.632  -0.768
C  -3.033  2.741  0.525
C  -2.024  1.894  0.921
N  -1.486  0.954  0.127
C  -1.967  0.825  -1.137
C  -2.978  1.645  -1.586
C  -1.349  -0.235  -1.999
C  -1.766  -0.469  -3.289
C  -1.174  -1.461  -4.082
C  -0.142  -2.193  -3.500
C  0.233  -1.913  -2.205
N  -0.342  -0.964  -1.453
C  -1.667  -1.697  -5.502
C  -0.898  -2.825  -6.188
C  -1.482  -0.399  -6.303
C  -3.158  -2.066  -5.444
H  -5.918  5.142  -0.683
H  -4.327  5.204  0.056
H  -5.542  4.040  0.630
H  -4.918  4.920  -2.919
H  -3.829  3.606  -3.338
H  -3.276  4.913  -2.276
H  -6.642  3.253  -2.091
H  -6.225  2.060  -0.861
H  -5.570  1.922  -2.502
H  -3.410  3.475  1.222
H  -1.617  1.977  1.927
H  -3.350  1.536  -2.593
H  -2.568  0.117  -3.712
H  0.371  -2.974  -4.040
H  1.039  -2.481  -1.747
H  0.168  -2.603  -6.275
H  -1.283  -2.955  -7.198
H  -1.018  -3.780  -5.671
H  -0.433  -0.102  -6.350
H  -2.059  0.431  -5.889
H  -1.831  -0.558  -7.324
H  -3.324  -2.977  -4.865
H  -3.520  -2.242  -6.457
H  -3.767  -1.267  -5.015
C  -2.185  -2.453  1.518
C  -1.533  -3.033  2.775
C  -0.621  -4.206  2.438
C  -0.846  -1.971  3.643
C  -0.501  -2.461  5.052
O  0.945  -2.377  5.109
C  1.404  -1.844  4.000
N  0.492  -1.540  3.109
C  2.884  -1.713  3.967
C  3.554  -2.480  4.925
C  4.936  -2.459  5.032
C  5.676  -1.651  4.192
C  5.027  -0.877  3.239
C  3.644  -0.890  3.102
P  2.981  0.238  1.832
C  4.060  0.108  0.389
C  4.640  -1.119  0.051
C  5.329  -1.254  -1.147
C  5.432  -0.175  -2.016
C  4.851  1.043  -1.690
C  4.159  1.187  -0.495
C  3.018  1.911  2.489
C  4.159  2.711  2.515
C  4.105  3.967  3.099
C  2.920  4.429  3.662
C  1.778  3.640  3.644
C  1.833  2.386  3.055
H  -2.861  -3.177  1.062
H  -1.469  -2.251  0.705
H  -2.763  -1.546  1.716
H  -2.354  -3.405  3.396
H  0.185  -3.912  1.755
H  -1.178  -5.003  1.947
H  -0.147  -4.639  3.321
H  -1.500  -1.095  3.708
H  -0.772  -3.499  5.228
H  -0.895  -1.838  5.849
H  2.990  -3.108  5.597
H  5.423  -3.074  5.776
H  6.755  -1.614  4.271
H  5.623  -0.250  2.586
H  4.602  -1.958  0.737
H  5.801  -2.196  -1.392
H  5.980  -0.280  -2.943
H  4.949  1.888  -2.359
H  3.729  2.149  -0.243
H  5.089  2.362  2.080
H  4.990  4.588  3.121
H  2.889  5.408  4.123
H  0.862  3.999  4.094
H  0.944  1.753  3.097

---

C4H7NO2 | the ωB97M-V functional and the def2-TZVPD basis

Summary:
Structure (SMILES): N=C=O.C#CO.C
Maximum force in Eh/bohr: 0.080
HOMO level in eV: -9.62

Geometry (Å):
C  -0.776  0.635  -1.605
C  -0.693  -0.911  1.987
C  1.666  0.225  0.171
N  -1.327  -1.023  0.945
C  1.404  -0.175  1.298
O  2.221  0.450  -0.978
O  -0.614  -0.744  3.150
H  1.628  0.950  -1.554
H  -0.815  0.232  -0.559
H  -1.981  -1.736  0.699
H  1.741  -0.175  2.303
H  -0.277  -0.061  -2.273
H  -1.825  0.691  -1.885
H  -0.353  1.642  -1.699

---

C23H66O17 | the ωB97M-V functional and the def2-TZVPD basis

Summary:
Structure (SMILES): CC(C)O.CC(C)O.CC(C)O.OCCO.OCCO.OCCO.OCCO.OCCO.OCCO.OCCO
Maximum force in Eh/bohr: 0.066
HOMO level in eV: -9.50

Geometry (Å):
C  -4.693  0.157  4.030
C  -3.714  0.867  3.072
C  -4.341  1.313  1.722
O  -3.180  1.918  3.762
H  -5.152  -0.678  3.385
H  -5.515  0.872  4.150
H  -4.267  -0.084  4.988
H  -2.827  0.232  2.916
H  -4.812  0.506  1.139
H  -3.502  1.674  1.160
H  -5.016  2.141  1.929
H  -3.908  2.520  3.966
C  -1.160  4.759  0.558
C  -0.057  4.278  -0.368
C  1.305  4.698  0.138
O  -0.100  2.874  -0.636
H  -0.965  4.572  1.587
H  -2.090  4.159  0.343
H  -1.374  5.839  0.462
H  -0.234  4.774  -1.344
H  1.990  4.191  -0.566
H  1.605  4.273  1.142
H  1.542  5.745  -0.026
H  -0.897  2.404  -0.246
C  0.241  -0.241  -0.425
C  -1.201  -0.275  -0.032
C  -2.168  -0.346  -1.261
O  -1.474  -1.469  0.720
H  0.815  -0.157  0.485
H  0.375  0.517  -1.149
H  0.508  -1.189  -0.936
H  -1.415  0.564  0.582
H  -2.149  0.605  -1.793
H  -3.185  -0.406  -0.932
H  -1.909  -1.210  -1.887
H  -0.927  -1.384  1.499
C  -2.319  -3.175  4.086
C  -0.823  -2.692  4.172
O  -0.108  -2.436  2.985
O  -2.534  -4.499  3.515
H  -2.830  -2.387  3.553
H  -2.645  -3.258  5.124
H  -0.299  -3.353  4.860
H  -0.778  -1.809  4.752
H  0.041  -3.378  2.587
H  -2.083  -4.465  2.650
C  2.236  -2.987  -3.032
C  2.899  -2.842  -4.385
O  3.994  -3.722  -4.424
O  1.386  -4.121  -2.866
H  1.586  -2.154  -2.793
H  3.055  -3.087  -2.257
H  3.311  -1.782  -4.430
H  2.180  -2.985  -5.214
H  4.335  -3.691  -5.314
H  1.900  -4.851  -3.171
C  4.654  -0.400  0.220
C  5.118  0.820  0.958
O  6.035  0.539  2.004
O  4.082  -1.345  1.073
H  5.416  -0.864  -0.397
H  3.925  -0.046  -0.580
H  4.214  1.268  1.416
H  5.561  1.600  0.294
H  5.657  -0.137  2.623
H  3.391  -0.978  1.691
C  -1.035  -4.729  -0.097
C  0.431  -4.525  0.335
O  0.634  -4.792  1.745
O  -1.930  -4.122  0.860
H  -1.190  -5.770  -0.262
H  -1.241  -4.316  -1.068
H  0.815  -3.493  0.233
H  0.977  -5.288  -0.232
H  0.266  -5.611  2.018
H  -1.891  -3.166  0.689
C  1.725  0.739  3.745
C  0.727  1.452  2.916
O  -0.622  0.867  2.987
O  2.186  -0.529  3.246
H  1.409  0.643  4.778
H  2.667  1.336  3.766
H  0.908  1.462  1.818
H  0.663  2.510  3.152
H  -1.151  1.353  3.628
H  1.544  -1.260  3.227
C  -1.958  2.283  -4.935
C  -2.941  2.894  -3.967
O  -2.360  4.145  -3.482
O  -0.895  1.620  -4.254
H  -1.563  3.086  -5.557
H  -2.474  1.460  -5.520
H  -3.162  2.235  -3.097
H  -3.936  3.099  -4.439
H  -3.090  4.622  -3.030
H  -0.395  2.262  -3.743
C  2.372  1.525  -3.044
C  2.407  1.138  -4.522
O  1.491  0.119  -4.920
O  1.324  2.474  -2.849
H  3.311  2.164  -2.755
H  2.276  0.641  -2.364
H  3.408  0.838  -4.752
H  2.259  2.069  -5.099
H  0.660  0.583  -4.788
H  0.668  2.184  -2.202

---

CO | the ωB97M-V functional and the def2-TZVPD basis

Summary:
Maximum force in Eh/bohr: 0.137
HOMO level in eV: -13.42

Geometry (Å):
C  0.452  -0.357  0.160
O  -0.452  0.357  -0.160